Formula: C6H11N3
Source: the Open Molecules 2025 dataset
Level of theory: the ωB97M-V functional and the def2-TZVPD basis

Structure (XYZ):
```
20
Properties=species:S:1:pos:R:3:forces:R:3
H -3.1361 -0.2114 0.0099 0.077 0.211 -0.144
N -2.2313 -0.3556 0.4535 -0.164 0.207 0.449
C -1.2705 -0.4321 -0.3650 0.489 -3.085 -0.353
N -1.3712 -0.4371 -1.7437 0.017 0.246 -0.471
C 0.1526 -0.8288 0.1628 -3.055 1.973 -1.206
C 0.6456 -2.0433 0.0514 0.479 0.059 0.164
C 0.4882 0.4948 0.6964 2.796 0.510 0.918
C 0.2990 0.6485 2.1793 -0.245 0.252 -0.107
C 1.0852 1.4405 -0.0525 -0.109 -0.605 0.477
N 1.5301 1.2652 -1.3590 0.204 0.592 0.464
H -2.2515 -0.7402 -2.1390 0.136 0.271 0.042
H -0.5544 -0.6936 -2.2817 -0.334 -0.133 0.226
H 1.6357 -2.2719 0.4258 0.006 -0.087 0.023
H 0.0686 -2.8423 -0.4008 0.035 0.070 0.015
H 0.6321 1.6273 2.5175 0.062 0.080 0.032
H 0.8562 -0.1210 2.7123 0.078 -0.023 0.048
H -0.7496 0.5345 2.4373 -0.187 -0.067 0.089
H 1.3401 2.3968 0.3930 -0.112 -0.048 -0.048
H 1.1732 0.4474 -1.8147 0.088 0.165 -0.440
H 1.6580 2.1223 -1.8829 -0.260 -0.588 -0.180
```
Positions in Å, forces in eV/Å.

Properties
LUMO energy   0.032 Ha
Total charge   0
Frontier orbital gap   0.309 hartree
Spin multiplicity   1


Formula: C6H11N3
Source: the Open Molecules 2025 dataset
Level of theory: the ωB97M-V functional and the def2-TZVPD basis

Structure (XYZ):
```
20
Properties=species:S:1:pos:R:3:forces:R:3
H 3.8883 0.0871 0.2030 -0.577 0.008 0.262
N 3.5215 -0.8615 0.1262 -0.210 -0.849 -0.245
C 2.2698 -0.9526 -0.0612 1.538 1.969 -0.550
N 1.3787 0.1309 -0.1534 1.540 -1.065 0.856
N 1.9049 1.3671 0.0887 0.546 2.029 -0.116
C 0.0571 -0.1367 0.0006 -3.617 0.384 0.256
C -0.9164 0.7888 -0.2108 2.070 0.740 0.209
C -2.3540 0.5826 -0.1731 -0.685 -1.247 0.002
C -2.8711 -0.8464 -0.5466 -0.001 1.468 -0.472
C -3.0008 -0.3694 0.8441 0.627 1.009 -0.436
H 1.8255 -1.8613 -0.3961 -0.385 -0.873 0.367
H 1.7595 1.8076 1.0195 -0.319 -0.989 -0.702
H 1.6302 2.0422 -0.6298 0.171 -0.456 0.314
H -0.2361 -1.1492 0.3822 0.557 0.819 -0.752
H -0.5782 1.8475 -0.4050 -0.412 -1.266 0.002
H -2.9655 1.4499 -0.4895 0.389 -0.824 0.231
H -2.0854 -1.5681 -0.8134 -0.658 0.362 0.150
H -3.7518 -0.7623 -1.1555 -0.171 -0.626 -0.302
H -3.9106 0.0731 1.2029 -0.476 -0.636 0.312
H -2.3186 -0.8200 1.5341 0.073 0.043 0.614
```
Positions in Å, forces in eV/Å.

Properties
LUMO energy   0.032 Ha
Total charge   0
Frontier orbital gap   0.315 hartree
Spin multiplicity   1


Formula: C6H11N3
Source: the Open Molecules 2025 dataset
Level of theory: the ωB97M-V functional and the def2-TZVPD basis

Structure (XYZ):
```
20
Properties=species:S:1:pos:R:3:forces:R:3
C 0.0428 2.0491 -2.0082 -1.701 1.405 -3.833
C 1.0573 1.3154 -1.3254 4.978 -0.654 3.202
C -0.1093 0.1717 0.6030 -0.003 5.665 -2.145
C -1.5427 0.2695 0.7407 3.000 4.925 0.783
C -0.8315 -1.7669 0.7609 -6.434 -8.140 -0.318
C 0.2143 -1.1343 0.5568 10.189 0.722 -0.540
H 0.5225 1.1910 -3.0802 -3.205 3.230 1.468
H -1.2468 1.9935 -1.2433 3.908 0.018 -3.122
H 0.5132 3.3703 -2.3252 -2.096 -4.189 1.112
H 1.8810 2.0558 -1.2628 0.343 -0.721 -0.718
H 1.5961 0.3054 -1.8014 -1.953 2.284 1.304
H 1.0499 1.9355 0.9450 -0.299 -2.406 -4.120
H -2.1601 1.1501 1.0091 0.506 -0.820 -0.452
H -2.7549 -1.4126 1.5306 2.797 2.276 -2.807
H -0.9859 -2.7841 0.3457 -0.091 0.374 1.252
H 2.2104 -0.7955 0.2577 -0.453 -0.418 -0.011
H 2.1412 -2.3278 0.9454 -2.193 1.623 -1.166
N 0.8996 1.1387 0.0895 -1.390 0.515 6.138
N -1.9110 -0.9476 0.8641 -5.446 -5.809 3.066
N 1.6181 -1.6351 0.2912 -0.460 0.120 0.906
```
Positions in Å, forces in eV/Å.

Properties
LUMO energy   0.030 Ha
Total charge   0
Frontier orbital gap   0.321 hartree
Spin multiplicity   1